# 1
19
Properties=species:S:1:pos:R:3:forces:R:3 method="wB97M-V/def2-TZVPD" e_homo_ev=-8.84 total_charge=0 e_lumo_ha=0.042 multiplicity=1 total_energy_ha=-253.0398 homo_lumo_gap_ev=10.00 relative_energy_kcal_mol=14.60
N 0.811 0.574 -0.291 -0.357 -0.496 0.331
C -0.474 -0.151 -0.158 -0.159 0.698 -0.200
H 1.510 -0.117 -0.026 0.244 0.209 -0.214
H 1.201 0.501 2.407 0.109 0.087 0.078
C 0.669 1.409 2.109 -0.122 -0.336 -0.295
H -2.108 -2.503 -0.660 0.088 -0.272 0.141
H -0.471 -0.763 0.742 -0.072 -0.332 0.145
H -1.277 0.579 0.008 0.191 0.070 -0.079
H 1.933 2.125 0.510 -0.163 0.101 -0.115
H -0.376 -2.793 -0.332 -0.112 -0.233 0.003
H -1.604 -0.530 -1.973 -0.078 -0.130 0.197
H 0.181 2.434 0.292 0.227 0.262 -0.062
C 0.928 1.710 0.623 -0.224 -0.207 0.263
H 0.994 2.231 2.743 -0.003 0.056 0.037
H 0.056 -0.894 -2.075 0.309 -0.220 0.008
C -1.099 -2.447 -1.072 -0.065 0.368 -0.123
C -0.791 -0.992 -1.402 0.131 0.315 -0.180
H -0.393 1.223 2.291 0.107 0.084 0.034
H -1.044 -3.086 -1.952 -0.052 -0.024 0.029

# 2
119
Properties=species:S:1:pos:R:3:forces:R:3 method="wB97M-V/def2-TZVPD" e_homo_ev=-9.57 total_charge=0 e_lumo_ha=0.001 multiplicity=1 total_energy_ha=-2538.6545 homo_lumo_gap_ev=9.59 relative_energy_kcal_mol=2.38
H 5.276 -2.768 0.118 -0.540 0.254 0.525
H -2.704 -1.458 0.688 0.130 -0.226 0.231
H -3.696 1.611 -3.702 -0.295 0.131 -0.057
H 4.407 2.183 1.493 -0.069 -0.179 0.011
H -1.102 -4.696 0.871 0.415 0.132 0.021
C 1.763 -4.330 -3.411 -1.299 0.696 -0.465
H 0.963 -2.581 5.762 0.565 0.172 -0.100
H -0.880 -1.912 -3.584 -0.338 -0.155 -0.586
H -2.782 2.973 2.224 -0.507 -0.581 -0.511
H -3.356 -3.169 -3.774 0.784 -0.273 0.019
C 2.232 -1.706 4.234 -0.578 -0.356 -0.796
O -2.219 -3.694 3.110 0.841 0.257 -0.018
H -1.562 3.922 -0.169 1.342 0.689 0.059
O -2.050 -1.788 -1.920 -0.481 -0.117 0.494
H -1.014 -4.166 -2.623 -0.151 -0.179 -0.306
H 1.001 0.035 -3.169 0.373 -0.232 -0.512
H -0.907 1.155 -0.527 -0.876 0.119 -0.399
H 2.165 3.345 -4.868 0.069 -0.007 -0.328
H 0.779 3.242 -0.957 -0.060 -0.212 0.032
O -5.184 0.797 0.507 -0.067 0.299 -0.317
H 3.059 1.844 0.367 0.096 0.001 0.242
H -3.049 -0.274 3.002 -0.159 -0.328 -0.556
H -3.369 2.482 -0.136 -0.247 0.215 -0.680
H -1.206 2.328 2.865 -0.256 -0.134 -0.139
C -4.291 -0.203 -0.007 0.305 1.088 1.486
H 1.775 0.121 6.008 0.501 -0.022 -0.286
C 2.417 2.433 2.386 0.758 0.026 -0.634
C 1.779 -1.842 5.659 0.587 -0.164 0.763
H 2.501 -4.027 -4.142 0.538 -0.235 -0.026
C 4.603 -2.084 0.684 0.883 -0.021 -0.103
H -3.072 -2.033 -5.100 0.347 0.093 -0.133
H -1.364 -1.310 -1.429 0.197 -0.220 0.050
C 0.144 4.118 -1.107 -0.923 -0.356 -0.416
H 5.467 -2.784 2.323 -0.175 0.331 -0.103
O -1.479 -4.493 -1.842 0.311 0.024 0.416
O 3.147 -0.633 4.137 0.239 0.004 -0.131
H -2.182 -4.580 3.486 0.052 -0.054 0.065
C 1.145 1.854 -4.234 -0.179 -0.677 -0.345
H 5.493 -0.519 -0.497 0.610 0.464 -0.083
H 2.859 4.430 -1.330 -0.082 -0.048 0.280
H 2.243 1.441 2.834 0.181 0.329 -0.355
C 0.664 0.018 0.214 1.435 0.108 1.129
H 2.854 3.079 3.140 -0.114 0.093 0.437
O 3.595 -1.022 -1.071 -0.413 -0.471 0.010
H 1.227 -0.134 1.171 -0.386 -0.072 -0.496
O -1.366 4.375 2.626 0.018 0.526 -0.256
H 1.368 -1.552 3.566 0.114 0.315 0.097
H -3.776 4.004 -2.509 0.435 0.286 -0.157
O -0.253 -5.689 2.466 0.356 -0.471 0.150
H -2.987 2.395 4.745 0.993 0.290 -0.109
O 0.169 -1.202 -0.280 -1.019 0.209 -0.122
O 5.049 -1.950 2.066 -0.423 -0.176 -0.998
C -0.464 0.988 0.437 0.894 1.319 0.491
H -1.160 0.751 1.238 -0.203 -0.662 -0.406
H -1.948 -0.470 -3.410 0.347 -0.281 -0.773
H 0.761 -1.949 -0.172 0.445 -0.250 -0.160
C -2.484 3.291 4.323 -0.641 -0.470 -0.912
H 0.052 1.818 -4.466 0.684 0.337 0.189
O -4.222 -1.395 -3.551 -0.173 0.489 -0.167
H -4.226 -1.552 1.690 0.098 -0.596 -0.342
H -2.179 2.333 -3.232 0.393 -0.196 0.093
O -3.125 3.178 -0.776 0.607 0.156 0.768
H 1.335 2.379 -3.300 -0.351 0.131 0.127
C 1.601 0.398 -4.030 -1.032 0.377 -0.473
C -0.913 -3.406 2.572 -1.218 0.574 0.085
H -0.150 -3.142 3.303 -0.147 -0.376 0.687
H 2.672 -2.663 3.898 0.049 0.268 0.252
H 0.579 -4.156 1.415 0.140 -0.063 -0.876
C 1.722 -3.234 -2.333 -0.529 -0.090 -0.422
H -0.506 3.943 -1.991 0.360 -0.107 0.359
H -4.954 1.133 1.388 0.471 -0.551 -0.327
H 3.485 4.411 1.378 0.009 -0.187 -0.427
H 1.445 -0.218 -4.945 -0.069 0.349 0.705
H 0.693 -5.878 2.472 -0.343 -0.228 0.192
H -3.928 -0.945 -2.750 -0.228 -0.170 0.089
H -1.593 3.665 4.809 0.151 -0.259 1.067
H -4.925 -0.770 -0.679 0.240 -0.797 0.230
H -1.621 -5.429 -1.989 0.043 -0.216 -0.200
O 2.214 4.683 -1.999 0.556 0.582 -0.514
C -3.776 3.031 -2.036 -1.337 0.264 0.742
C -3.537 -0.922 1.133 -1.247 0.069 0.559
H 3.882 -0.899 3.567 -0.091 -0.004 -0.025
C -1.963 3.120 2.900 0.352 0.282 0.747
H 0.536 -3.834 -4.902 0.090 0.517 -0.550
H 0.655 6.009 -2.048 0.085 -0.121 0.012
O 1.857 2.529 -5.280 -0.200 -0.182 0.583
H 1.088 -2.400 -2.672 -0.015 -0.208 -0.223
O 1.276 -0.658 6.247 -0.681 -0.173 -0.010
O -3.112 0.069 2.099 0.199 0.414 -0.521
H -1.280 4.520 1.666 0.330 -0.142 0.572
O 1.297 -3.629 -1.042 -0.078 -0.597 0.203
H -3.192 5.000 3.756 -0.404 -1.052 0.918
H 1.957 -5.330 -3.012 0.086 0.288 -0.018
C -3.095 -2.138 -4.018 -0.719 0.081 0.512
H 1.271 5.750 -0.420 0.405 0.039 0.017
H 1.425 0.410 -0.489 -0.420 0.093 0.130
H -1.030 -2.481 2.010 -0.121 -0.017 -0.390
H -0.097 1.994 0.766 0.129 -0.779 -0.476
H -4.842 2.872 -1.825 0.178 -0.466 -0.199
H 4.195 0.017 0.632 0.203 -0.036 -0.169
H 3.569 -2.381 0.553 -0.250 -0.871 0.739
C -0.407 -4.505 1.702 -0.022 0.331 0.061
O 0.497 -4.428 -4.165 0.459 -0.636 1.532
C -1.886 -1.570 -3.305 0.320 0.749 0.447
O -3.508 4.254 4.340 0.112 1.638 -0.865
H 1.501 2.889 2.036 -0.462 -0.011 0.150
H 3.581 -0.348 -1.738 0.138 0.643 -0.388
H 2.646 0.371 -3.794 0.698 -0.066 0.219
C -3.123 1.962 -2.848 -0.046 -0.090 -0.332
O -0.660 4.344 0.029 -1.877 -0.595 -0.475
O 3.449 3.778 0.640 -0.032 0.977 0.186
H 2.691 -2.169 6.210 -0.623 -0.063 0.027
C 3.397 2.484 1.194 -0.464 -0.828 0.311
C 1.080 5.259 -1.375 0.011 -0.064 0.069
H -2.990 1.115 -2.186 0.380 -0.240 -0.102
H 0.446 -4.107 -1.106 0.072 0.282 -0.041
C 4.544 -0.761 -0.059 -0.068 -0.082 0.723
H 2.697 -2.796 -2.223 0.520 -0.070 0.210
H -3.492 0.228 -0.605 0.002 0.459 -0.219

# 3
76
Properties=species:S:1:pos:R:3:forces:R:3 method="wB97M-V/def2-TZVPD" e_homo_ev="-4.68 / -5.82" total_charge=-1 e_lumo_ha="0.092 / 0.036" multiplicity=2 total_energy_ha=-5208.8116 homo_lumo_gap_ev="7.19 / 6.79" relative_energy_kcal_mol=3.64
H -1.368 4.345 -2.203 0.007 -0.001 0.003
C 5.174 4.170 -1.168 0.011 0.032 0.008
C -1.652 0.985 -1.901 0.019 0.053 -0.034
P -2.737 -0.622 0.205 -0.066 -0.012 -0.094
H 3.102 -3.741 4.739 0.006 -0.004 0.005
C 3.365 4.478 0.369 -0.014 -0.062 0.004
H 5.258 2.236 -2.102 0.000 -0.004 0.001
H -3.510 -2.995 -1.452 -0.003 -0.003 -0.005
Ge -0.385 -0.700 2.749 0.106 -0.103 0.003
C 2.761 -2.715 4.678 0.002 0.031 0.008
C -2.322 2.913 3.834 0.027 -0.003 0.012
C 4.488 4.972 -0.274 0.034 0.023 -0.018
C 0.337 -2.864 -1.270 0.094 0.045 -0.021
O 1.882 1.768 2.104 -0.005 0.065 -0.011
O 1.953 0.762 -2.043 -0.009 -0.001 0.002
C -2.638 2.102 -0.014 -0.014 0.014 -0.036
H 1.584 0.953 4.387 0.022 -0.057 0.016
C -2.430 -2.956 -1.392 0.014 -0.024 -0.013
H -0.587 2.379 2.714 0.018 0.028 -0.009
H -4.107 3.173 4.996 -0.005 -0.002 0.000
H -6.690 -0.270 -2.835 -0.001 0.003 0.000
C -1.807 -1.903 -0.724 0.033 0.027 0.055
C 4.732 2.880 -1.413 -0.047 -0.015 0.026
H -2.174 -4.775 -2.497 -0.005 0.004 -0.005
H -4.373 0.244 -2.162 0.001 0.006 -0.010
O 2.939 -0.036 0.020 -0.034 0.042 -0.035
H -2.820 -0.864 4.424 0.001 -0.004 -0.005
H -1.156 -2.028 2.591 0.018 -0.006 0.080
H -4.866 -2.133 1.356 -0.003 -0.004 0.002
O 0.533 2.082 0.117 0.233 -0.100 0.179
H 1.420 -2.823 -1.244 -0.003 -0.007 0.002
C -6.567 -2.035 0.049 0.012 0.005 0.009
C -1.415 2.006 3.298 -0.039 -0.044 0.100
C 2.913 3.184 0.135 0.025 -0.072 -0.054
C -0.410 -1.862 -0.665 -0.010 -0.018 0.023
H -8.099 -1.734 -1.423 0.000 0.000 -0.003
C -2.323 3.330 -0.572 -0.016 -0.005 -0.032
C 1.187 -1.086 3.834 -0.043 0.059 -0.031
C -1.312 2.216 -2.445 -0.026 -0.029 -0.011
H 4.330 -1.947 5.926 0.003 -0.004 0.007
C -1.579 0.639 3.510 0.052 0.009 -0.053
C 3.606 2.369 -0.776 -0.058 0.032 0.053
H 6.055 4.539 -1.679 -0.003 0.014 0.004
C -2.667 0.198 4.263 -0.051 0.028 -0.021
C -4.987 -0.398 -1.542 -0.016 -0.021 0.020
C -6.291 -0.687 -1.919 0.013 0.009 0.002
H -1.357 0.078 -2.413 -0.005 -0.029 -0.009
O 0.928 3.963 1.603 -0.027 -0.017 -0.026
C -7.082 -1.509 -1.127 0.006 -0.004 0.000
C -1.654 3.387 -1.787 -0.044 0.002 0.018
C 1.894 -0.080 4.491 -0.003 0.027 0.031
S 1.456 2.717 1.086 0.020 0.090 -0.040
Hg 0.642 -0.236 0.265 -0.267 0.020 -0.076
H -4.414 0.745 5.380 -0.001 0.004 0.004
C -3.572 1.103 4.800 0.008 0.001 -0.006
C -1.676 -3.961 -1.985 -0.022 0.019 0.016
C -0.293 -3.915 -1.926 -0.024 -0.009 -0.012
H -7.180 -2.671 0.675 -0.001 -0.001 0.002
C 1.638 -2.402 3.926 0.010 -0.021 0.024
H -0.748 2.250 -3.367 0.002 0.011 -0.006
C -5.265 -1.736 0.429 -0.005 0.014 -0.015
H -3.107 2.055 0.963 -0.013 0.006 -0.026
C -2.317 0.919 -0.680 -0.015 0.021 0.082
C -3.400 2.464 4.583 -0.006 -0.010 -0.008
H 0.300 -4.693 -2.393 0.010 0.003 0.004
S 3.175 0.682 -1.258 0.095 0.005 -0.081
H 4.818 5.984 -0.072 0.010 -0.002 -0.007
H 2.810 5.089 1.065 -0.002 0.000 -0.003
H -2.178 3.971 3.657 -0.002 0.005 -0.004
C 3.014 -0.393 5.247 -0.002 0.014 0.007
O 4.334 0.193 -1.966 -0.007 -0.031 0.047
H -2.560 4.242 -0.038 0.011 -0.001 0.006
H 1.107 -3.191 3.404 0.001 -0.004 0.003
H 3.559 0.396 5.749 0.002 -0.004 0.001
C 3.448 -1.709 5.344 -0.022 -0.021 -0.039
C -4.458 -0.924 -0.365 0.010 -0.015 -0.005

# 4
14
Properties=species:S:1:pos:R:3:forces:R:3 method="wB97M-V/def2-TZVPD" e_homo_ev="-14.38 / -16.82" total_charge=+1 e_lumo_ha="-0.156 / -0.429" multiplicity=3 total_energy_ha=-249.5499 homo_lumo_gap_ev="10.14 / 5.14" relative_energy_kcal_mol=91.72
H 1.183 -0.156 0.705 -0.284 -0.488 -0.088
H -1.932 -1.024 0.823 1.844 0.271 0.414
H -0.796 -2.062 1.744 1.034 0.924 -1.108
H 1.529 1.316 -1.310 -0.953 -0.645 0.239
H 0.184 -1.144 -0.451 1.071 -1.320 -1.292
C -0.837 -1.025 1.298 -2.913 0.184 2.185
C 0.192 -0.426 0.321 -1.649 -0.236 1.550
C -1.775 0.977 -0.661 10.135 -3.108 2.248
C -0.385 0.705 -0.435 -2.333 1.637 -0.193
H 0.127 2.033 -2.058 -0.184 -0.162 0.189
C 0.500 1.698 -1.082 1.809 0.256 -2.502
H -1.053 -0.442 2.277 0.493 -0.298 -1.637
H 0.818 2.606 -0.623 -0.604 0.833 1.371
N -2.850 1.314 -0.856 -7.466 2.154 -1.377

# 5
16
Properties=species:S:1:pos:R:3:forces:R:3 method="wB97M-V/def2-TZVPD" e_homo_ev=-7.77 total_charge=0 e_lumo_ha=0.019 multiplicity=1 total_energy_ha=-325.9017 homo_lumo_gap_ev=8.28 relative_energy_kcal_mol=22.49
H 0.196 -2.340 -1.491 -0.122 -0.361 -0.001
C -0.371 -1.419 -1.408 0.813 0.498 0.020
O -3.190 0.419 0.560 0.190 -0.134 0.372
C 2.086 0.698 0.395 -0.037 0.174 0.838
H -0.460 -1.022 -2.414 -0.403 -0.013 -0.173
H -3.197 -0.227 1.281 -0.079 0.058 -0.220
N -0.054 0.099 0.573 0.046 1.316 0.057
C 1.761 -0.151 -0.685 -0.025 -0.690 -0.305
C 0.945 0.874 1.123 0.594 -0.143 0.005
H 0.831 1.466 2.014 -0.319 -0.046 0.076
H -0.996 0.451 0.678 -0.290 -0.672 -0.240
H -3.329 1.260 1.005 -0.113 0.100 -0.071
C 0.438 -0.467 -0.580 -0.389 -0.474 0.134
H -1.332 -1.611 -0.957 -0.333 -0.054 -0.056
H 2.398 -0.649 -1.400 0.226 0.318 -0.028
H 3.036 1.052 0.754 0.241 0.121 -0.408

# 6
23
Properties=species:S:1:pos:R:3:forces:R:3 method="wB97M-V/def2-TZVPD" e_homo_ev=-8.83 total_charge=0 e_lumo_ha=0.027 multiplicity=1 total_energy_ha=-584.1157 homo_lumo_gap_ev=9.56 relative_energy_kcal_mol=51.51
H 2.387 3.180 -1.150 -0.439 -0.345 0.262
N 1.655 -1.550 -0.876 -0.765 0.143 -0.112
H -0.594 2.591 1.051 0.288 -1.155 -0.522
C 0.470 -1.642 -0.299 1.832 0.212 0.880
N 1.791 -0.628 1.201 0.860 -1.623 -0.756
H 3.418 -0.575 -0.153 0.038 -0.067 0.304
H 0.819 1.254 -1.349 -0.231 0.344 -0.230
N -2.348 0.254 0.544 -1.088 0.235 1.455
N -1.655 1.185 -0.151 1.198 0.096 -0.764
H -1.478 0.932 -1.115 -0.438 -0.036 -0.374
C -3.381 -0.285 0.019 1.108 0.461 -1.772
O 0.548 -1.309 1.020 -0.598 0.887 -0.993
C 0.703 1.975 -0.535 0.641 0.125 -0.606
H -4.087 -0.935 0.530 0.524 0.111 0.240
H -1.499 -1.841 -0.128 -0.318 -0.052 0.078
C 2.427 -0.930 0.087 -1.757 0.337 0.178
H -3.479 -0.125 -1.084 -0.648 -0.091 0.657
H 1.689 3.465 0.545 -0.370 0.500 -0.378
H -0.903 -2.436 -1.623 0.245 -0.261 -0.353
H -0.072 0.853 1.126 0.259 0.342 0.144
C 1.592 2.973 -0.422 -0.004 -0.886 0.454
C -0.369 1.655 0.449 -1.157 0.701 1.513
N -0.762 -1.885 -0.805 0.818 0.020 0.698